This record from the Open Molecules 2025 dataset describes a molecular structure, C48H43N8O3PRuS2. The level of theory is the ωB97M-V functional and the def2-TZVPD basis.

Kohn-Sham gap (alpha / beta) in eV: 7.532 / 7.176
Expectation value of S²: 0.76
Net charge: +1
Spin multiplicity: 2
HOMO level (alpha / beta) in eV: -10.4 / -10.7

XYZ file:
```
106
Properties=species:S:1:pos:R:3:forces:R:3:mulliken_charge:R:1
Ru -0.560274 0.165470 -0.504237 1.147 -1.855 0.526 0.763
N -1.978750 -1.067361 -1.596186 0.579 0.618 -0.303 0.210
C -2.510334 -0.571841 -2.842474 -0.302 -0.348 0.093 -0.972
C -3.804318 -0.878234 -3.237747 0.021 -0.197 -0.067 -0.773
C -4.269383 -0.413690 -4.457179 0.003 0.000 -0.019 -0.847
C -3.444078 0.345172 -5.281508 0.010 -0.014 0.050 -0.863
C -2.168503 0.676956 -4.858037 -0.039 -0.014 -0.005 -0.410
C -1.710243 0.244619 -3.614266 0.079 0.085 -0.139 0.771
P -0.206354 0.834876 -2.809407 -0.102 1.737 1.153 2.174
C -0.175135 2.645137 -3.052272 0.062 -0.011 -0.176 0.784
C -0.374298 3.500103 -1.973430 0.011 0.084 -0.095 -0.430
C -0.352428 4.879356 -2.153318 -0.019 -0.077 0.007 -0.892
C -0.123939 5.411442 -3.410858 -0.007 0.014 -0.033 -0.633
C 0.100775 4.565791 -4.492332 -0.010 0.021 0.012 -0.853
C 0.082858 3.194067 -4.313474 -0.007 -0.027 -0.012 -0.574
C 1.171731 0.305627 -3.857618 -0.030 -0.260 0.050 0.448
C 2.407066 0.946992 -3.743254 -0.024 0.019 -0.073 -0.477
C 3.475887 0.528121 -4.513627 -0.019 -0.017 0.034 -0.833
C 3.323858 -0.538134 -5.396891 0.023 0.012 -0.012 -0.578
C 2.101144 -1.177238 -5.512342 -0.040 -0.007 0.044 -0.781
C 1.023231 -0.760074 -4.736215 0.015 0.006 -0.040 -0.562
H -1.300680 -1.815945 -1.774387 -0.432 -0.455 -0.276 0.509
H -2.717951 -1.457786 -1.025208 -0.014 0.115 0.225 0.353
H -4.438485 -1.488223 -2.603225 0.022 0.013 -0.030 0.516
H -5.276927 -0.654296 -4.771188 0.020 0.022 0.008 0.422
H -3.805618 0.698864 -6.237782 0.005 -0.017 0.017 0.465
H -1.538393 1.295740 -5.482697 -0.021 0.023 0.025 0.367
H -0.536220 3.089842 -0.989190 -0.031 -0.050 0.102 0.042
H -0.510222 5.532671 -1.304514 0.014 -0.023 -0.014 0.504
H -0.108806 6.485070 -3.552480 0.010 -0.035 0.008 0.402
H 0.299926 4.978481 -5.473358 -0.005 -0.012 0.026 0.432
H 0.298052 2.549525 -5.157844 0.003 0.007 0.018 0.359
H 2.528904 1.773239 -3.053742 0.001 0.003 0.021 0.581
H 4.431450 1.028533 -4.424160 -0.014 -0.007 -0.004 0.456
H 4.162660 -0.863645 -5.999946 -0.021 0.020 0.014 0.439
H 1.978283 -1.997042 -6.208625 -0.001 0.008 0.017 0.434
H 0.068643 -1.264308 -4.823666 0.016 -0.017 -0.006 0.444
N 0.617629 0.685032 1.248798 -0.312 0.970 -0.484 1.089
C 0.506843 1.885568 2.036417 0.311 -0.088 -0.098 0.083
C 1.662851 2.467147 2.538441 0.005 -0.034 0.080 -0.843
C 1.575267 3.574013 3.366151 0.040 0.000 -0.019 -0.663
C 0.330677 4.101961 3.678608 -0.033 -0.008 -0.003 -0.889
C -0.810670 3.539221 3.133911 -0.016 0.044 0.017 -0.927
C -0.740750 2.422436 2.297203 -0.273 0.045 -0.008 0.364
C -1.955209 1.943560 1.593246 0.136 0.201 0.007 1.636
C -3.203000 2.128688 2.193518 -0.029 0.107 0.055 -0.764
C -4.388572 1.983907 1.491493 -0.003 0.014 0.093 -1.132
C -4.348315 1.679225 0.139434 0.085 0.025 -0.096 -0.707
C -3.119005 1.425802 -0.453491 -0.123 0.440 0.340 -1.532
C -1.906805 1.476048 0.264936 -0.764 -0.548 -1.087 1.370
H 1.603929 0.482492 1.098984 0.200 -0.135 0.185 0.310
H 0.202663 -0.095584 1.745422 0.247 -0.009 0.339 0.225
H 2.626615 2.041362 2.294792 0.046 -0.038 0.005 0.431
H 2.478549 4.017345 3.765948 -0.036 -0.010 -0.024 0.476
H 0.249678 4.966823 4.324192 0.001 -0.013 -0.025 0.429
H -1.772212 3.999273 3.323590 0.036 -0.008 -0.004 0.501
H -3.239918 2.407977 3.239789 -0.015 0.017 -0.024 0.645
H -5.334391 2.151112 1.991094 0.019 -0.026 0.007 0.410
H -5.259774 1.639618 -0.445687 0.032 -0.023 0.011 0.496
H -3.102831 1.203163 -1.508540 -0.010 0.026 -0.033 0.160
C -3.128220 -1.282645 1.828905 0.013 -0.082 -0.032 -0.762
C -1.850511 -2.028624 1.686428 0.087 0.076 0.005 0.513
N -0.819894 -1.718590 0.904937 -0.122 0.041 0.135 0.954
C 0.153827 -2.684224 1.136504 -0.052 0.138 0.010 -1.140
C -0.296100 -3.561480 2.059142 -0.076 0.007 0.082 -0.927
N -1.564963 -3.139417 2.400817 -0.079 -0.160 0.017 0.221
C -2.415067 -3.744614 3.419803 0.109 0.189 0.012 -1.263
N -2.606119 -2.870331 4.537067 -0.137 -0.160 -0.053 0.833
N -3.844707 -2.353425 4.777520 0.176 0.117 0.249 -0.587
N -3.785438 -1.583718 5.792936 0.160 -0.139 -0.127 -0.552
C -2.477338 -1.567474 6.256376 -0.293 0.199 0.143 0.232
C -1.906646 -0.876344 7.330787 -0.016 0.015 0.018 -0.808
C -0.558569 -1.045312 7.537237 0.031 -0.031 -0.035 -0.518
C 0.217529 -1.876892 6.696875 -0.029 0.039 0.037 -0.658
C -0.333716 -2.567010 5.641727 -0.051 -0.001 0.001 -0.691
C -1.710410 -2.393537 5.450010 0.184 -0.073 -0.175 1.374
H -3.196700 -0.517269 1.062669 -0.040 -0.016 -0.004 -0.369
H -3.190219 -0.791546 2.800339 0.012 0.004 -0.022 0.109
H -3.989860 -1.950112 1.755475 0.040 -0.004 0.007 0.564
H 1.099998 -2.668301 0.626872 -0.039 0.007 -0.013 0.694
H 0.156879 -4.433826 2.501706 -0.037 0.048 -0.045 0.494
H -1.937754 -4.672400 3.724851 0.031 -0.058 0.030 0.430
H -3.403403 -3.960481 3.024952 -0.058 -0.019 -0.054 0.314
H -2.510952 -0.239497 7.963909 0.025 -0.032 -0.027 0.463
H -0.073037 -0.533862 8.358186 -0.007 -0.011 -0.038 0.409
H 1.279086 -1.969212 6.889198 -0.036 -0.005 0.004 0.416
H 0.271678 -3.196360 5.002063 -0.023 0.016 0.021 0.388
O 5.454292 1.105461 1.424606 -0.034 -0.002 0.078 -0.683
S 4.924230 -0.223163 1.449239 -0.004 0.037 -0.006 1.229
O 4.978274 -0.996100 2.650948 -0.015 0.041 0.049 -0.676
N 3.349717 -0.181481 0.903110 -0.285 0.091 -0.037 -0.746
C 3.209131 -0.797499 -0.223564 0.065 -0.125 0.060 0.284
S 1.751766 -0.937868 -1.120645 -0.050 -0.336 -0.509 -0.169
C 4.466110 -1.412533 -0.769844 -0.170 0.056 0.092 0.182
C 4.663816 -2.146891 -1.925065 0.021 0.002 -0.057 -0.352
C 5.946226 -2.615841 -2.190150 -0.024 0.013 0.008 -0.838
C 7.000922 -2.352289 -1.320109 0.004 -0.026 -0.039 -0.602
C 6.801446 -1.614466 -0.159457 -0.001 0.020 0.015 -0.686
C 5.522640 -1.160502 0.085841 0.135 -0.117 -0.135 -0.036
H 3.840910 -2.338086 -2.602077 0.015 0.006 -0.001 0.462
H 6.129334 -3.196122 -3.085398 -0.005 0.017 0.011 0.430
H 7.990578 -2.727153 -1.548178 -0.034 0.003 -0.007 0.411
H 7.616439 -1.406808 0.522000 -0.039 0.002 -0.011 0.472
O -0.172150 -3.086490 -2.391888 0.048 0.095 -0.016 -0.796
H 0.655271 -2.624198 -2.173276 0.192 -0.235 -0.025 0.063
H 0.075295 -3.915531 -2.812949 -0.039 0.040 0.007 0.353
```
Forces are in eV/Å.

***

This record from the Open Molecules 2025 dataset describes a molecular structure, C25H26F6IrN5O5S4Si. The level of theory is the ωB97M-V functional and the def2-TZVPD basis.

Kohn-Sham gap (alpha / beta) in eV: 7.170 / 6.149
Expectation value of S²: 0.77
Net charge: +1
Spin multiplicity: 2
HOMO level (alpha / beta) in eV: -11.3 / -11.2

XYZ file:
```
73
Properties=species:S:1:pos:R:3:forces:R:3:mulliken_charge:R:1
Ir -0.207694 0.624791 0.917127 -0.257 -0.938 -0.348 2.676
C -3.709596 -0.329725 4.775031 0.024 0.017 -0.047 -0.845
S -3.917462 1.150155 3.770154 0.019 0.030 -0.116 0.019
C -2.585813 1.081627 2.657707 -0.127 -0.167 0.226 0.581
S -1.474758 -0.241612 2.683712 0.163 -0.047 0.127 -0.711
N -2.544279 2.104639 1.847143 -0.156 0.180 -0.086 -1.923
N -1.497212 2.082288 0.991246 0.101 0.096 -0.150 0.939
C -1.225631 3.118086 0.273837 -0.281 -0.004 0.137 -0.989
C -0.094679 3.016289 -0.625187 0.197 0.029 -0.316 1.100
C 0.307167 4.037699 -1.468396 -0.028 -0.085 0.050 -1.125
C 1.392644 3.819625 -2.304019 0.025 -0.013 -0.057 -0.818
C 2.037542 2.594264 -2.282044 -0.011 0.046 -0.033 -1.007
C 1.589138 1.613552 -1.412031 0.005 0.027 0.037 -0.713
N 0.550919 1.824862 -0.608575 0.231 0.132 0.107 0.932
H -4.565275 -0.330703 5.448662 0.029 0.020 -0.001 0.397
H -2.791085 -0.278667 5.352929 0.015 -0.017 0.024 0.298
H -3.732797 -1.232103 4.169917 0.000 -0.008 -0.023 0.287
H -1.835738 4.005806 0.367654 -0.017 0.025 -0.006 0.528
H -0.218530 4.982231 -1.463388 -0.009 0.000 0.014 0.597
H 1.729916 4.603472 -2.968516 0.006 -0.001 0.003 0.480
H 2.886333 2.392423 -2.919124 0.000 -0.001 0.000 0.561
H 2.062079 0.643358 -1.340233 -0.002 0.039 0.016 0.386
C -2.959971 -1.503168 -2.619504 0.042 0.071 -0.032 -1.113
Si -2.820008 -0.080408 -1.422602 -0.060 -0.016 -0.191 -0.164
C -4.405951 0.155726 -0.479396 0.099 -0.038 0.177 -1.107
C -2.391515 1.429948 -2.438773 -0.032 -0.062 0.051 -1.008
N -1.395395 -0.488311 -0.335369 0.215 0.312 0.171 0.870
C -1.097224 -1.846967 -0.300065 0.512 0.034 -0.057 0.087
C -2.051494 -2.764106 0.153075 -0.046 -0.074 0.129 -0.440
C -1.741766 -4.100616 0.281244 -0.142 0.014 0.032 -0.891
C -0.487341 -4.553574 -0.103168 0.165 -0.086 -0.003 -0.955
C 0.459953 -3.686398 -0.623665 -0.198 -0.093 0.062 -0.922
C 0.163849 -2.336763 -0.728883 -0.102 -0.108 -0.017 0.524
O 0.993144 -1.458935 -1.350134 -0.200 0.185 0.175 1.039
C 2.106687 -1.973591 -2.014896 0.174 0.111 -0.244 -0.744
C 2.013957 -2.137750 -3.388376 0.025 -0.007 0.138 -0.177
C 3.129369 -2.572064 -4.088627 0.023 -0.009 -0.009 -0.819
C 4.316127 -2.832820 -3.416230 -0.028 -0.020 -0.045 -0.583
C 4.388520 -2.660567 -2.042372 0.016 -0.010 0.092 -0.848
C 3.280005 -2.227286 -1.325332 -0.030 0.107 -0.056 0.184
H -3.703365 -1.240710 -3.377103 0.011 0.020 0.008 0.479
H -3.265675 -2.442987 -2.166366 -0.024 -0.031 0.025 0.366
H -2.010449 -1.669937 -3.134539 -0.006 -0.021 -0.004 0.283
H -5.229745 0.143759 -1.198357 0.034 0.017 -0.014 0.440
H -4.435520 1.105656 0.051136 0.013 0.085 0.065 0.350
H -4.597936 -0.636340 0.248225 0.030 0.014 -0.047 0.327
H -3.011150 1.373117 -3.339171 0.018 0.005 0.027 0.599
H -1.352362 1.444388 -2.768495 0.054 -0.028 0.005 0.182
H -2.626270 2.374599 -1.954562 0.010 0.070 0.094 0.325
H -3.016130 -2.382903 0.461383 -0.018 -0.043 0.026 0.391
H -2.469950 -4.794250 0.677139 -0.026 0.025 0.006 0.481
H -0.245962 -5.603910 -0.009675 0.008 -0.004 -0.019 0.438
H 1.414929 -4.055891 -0.970053 -0.057 -0.016 0.032 0.573
H 1.079074 -1.924915 -3.889848 -0.016 0.002 -0.005 0.412
H 3.070749 -2.705198 -5.160657 0.003 0.000 0.004 0.447
H 5.184940 -3.171612 -3.963955 -0.003 0.004 -0.002 0.431
H 5.313971 -2.863661 -1.520019 -0.004 0.009 0.003 0.448
H 3.319496 -2.076600 -0.254623 -0.011 -0.012 0.007 0.544
F 2.588673 -1.910399 3.534677 0.018 -0.191 0.023 -0.176
C 2.419633 -0.634262 3.837493 0.095 0.277 0.003 0.575
F 3.444997 -0.197178 4.536492 -0.113 -0.059 0.011 -0.189
F 1.292130 -0.472558 4.504647 -0.006 -0.056 -0.001 -0.179
S 2.347880 0.289812 2.209466 0.244 -0.080 -0.106 1.407
O 1.696482 -0.628576 1.268654 -0.466 -0.411 -0.443 -0.911
O 3.666451 0.739563 1.942055 0.047 -0.007 0.037 -0.735
N 1.211498 1.403572 2.255024 -0.130 0.658 0.249 -0.657
S 1.365271 2.752742 3.159843 0.035 0.137 0.001 0.898
O 2.104571 2.434151 4.332664 -0.071 0.008 0.090 -0.639
O 0.093982 3.391032 3.157718 -0.063 -0.043 0.009 -0.594
C 2.484478 3.874915 2.159223 -0.102 -0.063 0.128 0.671
F 3.711783 3.827569 2.629797 0.044 0.020 -0.053 -0.213
F 2.487149 3.502788 0.875042 0.017 0.043 -0.048 -0.124
F 2.010235 5.109548 2.246221 0.074 -0.001 -0.042 -0.231
```
Forces are in eV/Å.

***

Energy relative to the best compared isomer or geometry (same formula, charge and spin), respectively: 116.8, 0.0 kJ/mol.
Total energy, respectively: -102074.1437, -114392.3693 eV.